No. 1
ORCA calculation (ωB97M-V with the def2-TZVPD basis set) on a structure of composition C5H4O2.

Geometry (Å):
O 1.475 -1.833 -1.560
C 0.803 -0.916 -1.393
C -0.099 -0.544 1.577
C -0.263 0.675 1.053
C -0.504 0.982 -0.355
C -0.030 0.225 -1.364
O -0.031 0.127 -2.665
H -0.212 -1.454 0.989
H 0.134 -0.676 2.628
H -0.216 1.537 1.718
H -1.057 1.876 -0.628

Output
Relative energy (zero: lowest compared OMol25 entry of this formula, charge and spin), eV: 2.788
Frontier orbital gap (alpha / beta), eV: 7.9 / 7.9
E_tot, Ha: -343.28990
HOMO (alpha / beta), eV: -8.58 / -8.58

Taken from the natural (NBO) analysis, the atomic charges in e are:
1. O -0.3730
2. C 0.8304
3. C -0.3943
4. C -0.2060
5. C -0.3063
6. C 0.1937
7. O -0.5881
8. H 0.1862
9. H 0.2081
10. H 0.2128
11. H 0.2366

=====

No. 2
ORCA calculation (ωB97M-V with the def2-TZVPD basis set) on the molecule C5H4O2.

Geometry (Å):
C -1.120 -0.993 0.242
C -1.164 0.347 0.162
C 0.107 0.847 -0.456
C 1.356 0.556 0.360
O 2.137 -0.209 -0.679
C 0.813 -0.465 -0.472
O 0.060 -1.568 -0.187
H -1.866 -1.707 0.564
H -2.030 0.946 0.413
H 0.094 1.602 -1.243
H 1.672 0.548 1.390

Output
Relative energy (zero: lowest compared OMol25 entry of this formula, charge and spin), eV: 4.284
Frontier orbital gap, eV: 9.8
E_tot, Ha: -343.23492
SMILES: C1=C[C@H]2[C@@H]3O[C@@]23O1
HOMO, eV: -8.75

Taken from the natural (NBO) analysis, the atomic charges in e are:
1. C 0.1281
2. C -0.3077
3. C -0.2790
4. C -0.0445
5. O -0.4415
6. C 0.4824
7. O -0.4271
8. H 0.2125
9. H 0.2334
10. H 0.2199
11. H 0.2234

=====

No. 3
ORCA calculation (ωB97M-V with the def2-TZVPD basis set) on a structure of composition C5H4O2.

Geometry (Å):
C 0.002 -0.924 0.034
C 0.378 -0.245 -1.285
C 1.553 0.240 -0.422
O 1.261 -0.982 0.475
C -0.326 0.740 0.843
C -1.337 1.015 1.475
O 1.007 1.244 0.377
H -0.670 -1.762 0.237
H -0.261 0.518 -1.721
H 0.641 -1.013 -2.014
H -2.247 1.169 2.000

Output
Relative energy (zero: lowest compared OMol25 entry of this formula, charge and spin), eV: 7.771
Frontier orbital gap (alpha / beta), eV: 8.3 / 6.7
E_tot, Ha: -343.10679
HOMO (alpha / beta), eV: -9.22 / -8.05

Taken from the natural (NBO) analysis, the atomic charges in e are:
1. C 0.2033
2. C -0.5112
3. C 0.4270
4. O -0.4706
5. C 0.1252
6. C -0.1958
7. O -0.4981
8. H 0.2092
9. H 0.2323
10. H 0.2389
11. H 0.2399

=====

No. 4
ORCA calculation (ωB97M-V with the def2-TZVPD basis set) on the molecule C5H4O2S.

Geometry (Å):
O 1.752 1.615 -0.049
C 1.067 0.629 -0.086
C 0.662 -0.468 -1.005
O 1.310 -1.283 -0.025
C 0.753 -0.325 1.050
C -0.709 -0.610 0.800
S -1.844 0.642 -0.029
C -0.860 -0.737 -0.620
H 0.959 -0.575 -2.094
H 1.099 -0.407 2.074
H -1.218 -1.297 1.455
H -1.310 -1.581 -1.221

Output
Relative energy (zero: lowest compared OMol25 entry of this formula, charge and spin), eV: 2.942
Frontier orbital gap, eV: 10.1
E_tot, Ha: -741.47852
SMILES: O=C1[C@H]2O[C@@H]1[C@H]1S[C@H]12
HOMO, eV: -9.43

Taken from the natural (NBO) analysis, the atomic charges in e are:
1. O -0.4951
2. C 0.5676
3. C -0.0309
4. O -0.4673
5. C -0.0428
6. C -0.2860
7. S 0.1308
8. C -0.3452
9. H 0.2338
10. H 0.2379
11. H 0.2435
12. H 0.2539

=====

No. 5
ORCA calculation (ωB97M-V with the def2-TZVPD basis set) on a structure of composition C5H4O2Sr.

Geometry (Å):
O 0.023 0.166 2.339
C -0.923 0.102 1.689
C -2.070 0.033 0.997
C -2.868 1.177 0.662
C -4.207 1.258 0.613
H -2.419 -0.981 0.788
H -4.809 0.916 1.458
H -4.687 2.011 -0.014
C -2.144 2.685 0.510
O -0.918 2.784 0.694
Sr -0.026 4.790 1.705
H -2.580 3.166 -0.386

Output
Net charge: +2
Frontier orbital gap (alpha / beta), eV: 5.5 / 5.1
E_tot, Ha: -373.37817
HOMO (alpha / beta), eV: -15.15 / -14.81

Taken from the natural (NBO) analysis, the atomic charges in e are:
1. O -0.3851
2. C 0.8078
3. C -0.6013
4. C -0.0439
5. C -0.2437
6. H 0.3229
7. H 0.2503
8. H 0.2203
9. C 0.3115
10. O -0.7984
11. Sr 1.9596
12. H 0.2001

=====

No. 6
ORCA calculation (ωB97M-V with the def2-TZVPD basis set) on the molecule C5H4O3.

Geometry (Å):
C -1.544 1.540 0.013
C -0.536 0.692 -0.052
O 0.803 1.101 -0.065
C 1.652 0.010 -0.032
O 2.848 0.153 0.041
C 0.801 -1.266 -0.021
C -0.603 -0.807 -0.018
O -1.594 -1.485 0.005
H -2.503 1.124 0.021
H -1.361 2.617 0.132
H 1.046 -1.853 -0.911
H 0.990 -1.827 0.887

Output
Relative energy (zero: lowest compared OMol25 entry of this formula, charge and spin), eV: 0.773
Frontier orbital gap, eV: 10.0
E_tot, Ha: -418.63341
SMILES: C=C1OC(=O)CC1=O
HOMO, eV: -10.31

Taken from the natural (NBO) analysis, the atomic charges in e are:
1. C -0.3611
2. C 0.1503
3. O -0.4748
4. C 0.7955
5. O -0.5253
6. C -0.6420
7. C 0.5330
8. O -0.4874
9. H 0.2276
10. H 0.2269
11. H 0.2792
12. H 0.2780

=====

No. 7
ORCA calculation (ωB97M-V with the def2-TZVPD basis set) on a structure of composition C5H4O4Pt.

Geometry (Å):
C 1.067 -1.202 -0.329
C 1.845 -1.628 -1.180
H 2.458 -1.929 -2.015
H -0.545 -1.419 2.398
O -0.109 -0.224 0.421
C -1.290 -0.746 0.759
O -2.276 -0.380 0.127
O -1.369 -1.435 1.841
Pt -3.929 -0.719 0.094
C 0.975 2.179 -0.377
C -0.041 1.888 0.298
O 2.123 1.773 -0.838
H -1.012 2.254 0.593
H 2.104 1.587 -1.791

Output
Spin multiplicity: 4
Relative energy (zero: lowest compared OMol25 entry of this formula, charge and spin), eV: 0.429
Net charge: +1
Frontier orbital gap (alpha / beta), eV: 6.1 / 5.5
E_tot, Ha: -612.40655
⟨S²⟩: 3.77
HOMO (alpha / beta), eV: -10.61 / -12.75

Taken from the natural (NBO) analysis, the atomic charges in e are:
1. C -0.0275
2. C -0.3461
3. H 0.2487
4. H 0.5496
5. O -0.5589
6. C 1.0087
7. O -0.6100
8. O -0.6302
9. Pt 0.6734
10. C 0.4351
11. C -0.0333
12. O -0.5157
13. H 0.2622
14. H 0.5440

=====

No. 8
ORCA calculation (ωB97M-V with the def2-TZVPD basis set) on a cluster of 2 separate species, C5H4O4S in total.

Geometry (Å):
C -0.990 0.414 0.324
C -1.703 1.267 0.786
C -0.427 -0.741 -0.260
C 0.840 -1.068 -0.530
C 2.151 0.787 0.186
O 3.226 1.299 0.381
O 4.662 0.294 -1.921
O 5.162 -0.925 0.127
O 2.025 -0.419 -0.307
S 5.149 0.339 -0.566
H -2.194 2.099 1.198
H 1.208 1.315 0.417
H -1.173 -1.480 -0.531
H 1.059 -2.016 -1.001

Output
Relative energy (zero: lowest compared OMol25 entry of this formula, charge and spin), eV: 1.698
Frontier orbital gap, eV: 9.8
E_tot, Ha: -891.96384
HOMO, eV: -9.83

Taken from the natural (NBO) analysis, the atomic charges in e are:
1. C -0.0849
2. C -0.1660
3. C -0.3581
4. C 0.1814
5. C 0.6784
6. O -0.5789
7. O -0.8812
8. O -0.8742
9. O -0.4656
10. S 1.6967
11. H 0.2382
12. H 0.1456
13. H 0.2541
14. H 0.2145

=====

No. 9
ORCA calculation (ωB97M-V with the def2-TZVPD basis set) on the molecule C5H4S.

Geometry (Å):
C 3.604 -0.694 0.125
C 2.414 -0.352 -0.013
C 1.025 -0.005 -0.160
C -0.177 0.322 -0.393
C -1.581 0.762 0.178
S -2.490 -0.977 -0.007
H 4.485 -1.186 -0.124
H -1.511 1.063 1.251
H -1.934 1.550 -0.572
H -3.835 -0.482 -0.286

Output
Relative energy (zero: lowest compared OMol25 entry of this formula, charge and spin), eV: 3.603
Frontier orbital gap, eV: 9.4
E_tot, Ha: -590.91908
SMILES: C#CC#CCS
HOMO, eV: -9.24

Taken from the natural (NBO) analysis, the atomic charges in e are:
1. C -0.1707
2. C -0.0991
3. C 0.0073
4. C -0.0287
5. C -0.5196
6. S -0.0707
7. H 0.2358
8. H 0.2486
9. H 0.2520
10. H 0.1451

=====

No. 10
ORCA calculation (ωB97M-V with the def2-TZVPD basis set) on the molecule C5H4S.

Geometry (Å):
C 2.091 -1.710 0.072
C 1.448 -0.589 0.179
C 0.715 0.684 -0.087
C -0.601 0.845 0.030
C -1.952 0.210 0.106
S -2.155 -1.428 -0.036
H 2.821 -2.467 -0.276
H 1.208 1.791 -0.285
H -0.818 1.848 -0.254
H -2.757 0.816 0.552

Output
Relative energy (zero: lowest compared OMol25 entry of this formula, charge and spin), eV: 3.392
Frontier orbital gap, eV: 7.6
E_tot, Ha: -590.92683
SMILES: C#C/C=C\C=S
HOMO, eV: -8.81

Taken from the natural (NBO) analysis, the atomic charges in e are:
1. C -0.1981
2. C -0.0552
3. C -0.2033
4. C -0.2496
5. C -0.2981
6. S 0.0805
7. H 0.2590
8. H 0.2573
9. H 0.1916
10. H 0.2158

=====

Question: What is the E_tot in the eighth record?
Answer: -891.96384 Ha

=====

Question: Look up the E_tot of the eighth one.
Answer: -891.96384 Ha

=====

Question: Which value of E_tot does entry 7 give?
Answer: -612.40655 Ha